Record 1
11 unconnected molecules or ions with the total composition C38H77NO15S in a non-equilibrium geometry. Source: the Open Molecules 2025 dataset; level of theory: ωB97M-V with the def2-TZVPD basis set.

Its spin multiplicity is 1. For the LUMO energy, the calculation gives 0.66 eV. The calculation puts the HOMO-LUMO gap at 8.744 eV. The highest occupied orbital energy comes out at -8.1 eV. Its calculated total energy is -3075.373090 a.u. Its energy above the lowest of the compared OMol25 structures with the same formula, charge and spin is 85.5 kcal per mole.

Positions of all 132 atoms, in Å:
1 N 1.0368 0.4857 0.5450
2 C 1.3696 0.0857 -0.9060
3 C -0.0334 -0.1150 -1.7942
4 C -0.3902 -1.7139 -1.7434
5 C -1.9869 -2.0690 -1.6343
6 O -2.6371 -1.6504 -0.3828
7 S -4.2124 -2.3653 -0.2414
8 O -4.6565 -2.9790 -1.6163
9 O -5.3694 -1.1495 0.0707
10 C -6.7246 -1.6975 0.2396
11 C -7.7620 -0.3930 0.1574
12 C -8.5768 -0.5193 -1.2596
13 C -9.8050 0.5578 -1.4489
14 O -10.9753 0.3893 -0.7793
15 O -9.6856 1.7115 -2.3940
16 H 1.9616 0.3542 1.0416
17 H 0.9022 1.5415 0.5550
18 H 2.0016 0.9309 -1.4163
19 H 1.9990 -0.9142 -0.9082
20 H 0.2792 0.1705 -2.9079
21 H -0.8627 0.5957 -1.3743
22 H 0.1569 -2.2679 -0.8699
23 H 0.0055 -2.1749 -2.7709
24 H -2.5633 -1.6836 -2.5974
25 H -2.0631 -3.2597 -1.6719
26 H -6.9238 -2.1808 1.3027
27 H -7.0266 -2.4766 -0.5899
28 H -7.0988 0.5785 0.2535
29 H -8.5426 -0.3697 1.0290
30 H -7.7609 -0.4284 -2.1228
31 H -9.0800 -1.5964 -1.2613
32 H -9.9722 1.3420 -3.2968
33 C 5.2112 -3.0880 -0.3838
34 C 3.7607 -3.3679 -0.6731
35 O 3.0287 -2.5070 -1.1589
36 C 3.2404 -4.7417 -0.3449
37 H 5.4462 -2.0576 -0.6711
38 H 5.4065 -3.2064 0.6849
39 H 5.8431 -3.7654 -0.9636
40 H 3.3478 -4.9338 0.7256
41 H 3.7843 -5.4929 -0.9229
42 H 2.1784 -4.7996 -0.6064
43 C 1.6645 5.2777 1.9142
44 C 0.6348 4.2411 1.5519
45 O 0.8563 3.3966 0.6856
46 C -0.6762 4.2777 2.2907
47 H 2.5598 5.1297 1.3010
48 H 1.2690 6.2778 1.7201
49 H 1.9406 5.1751 2.9666
50 H -1.1760 5.2333 2.1134
51 H -0.5044 4.1305 3.3598
52 H -1.3213 3.4717 1.9252
53 C 6.7978 -7.1678 -2.7937
54 C 7.1839 -5.7138 -2.8495
55 O 7.3030 -5.0450 -1.8242
56 C 7.4187 -5.1101 -4.2083
57 H 6.6608 -7.4669 -1.7491
58 H 5.8575 -7.3232 -3.3283
59 H 7.5904 -7.7797 -3.2316
60 H 6.5060 -5.1738 -4.8059
61 H 8.2389 -5.6302 -4.7093
62 H 7.6902 -4.0552 -4.0946
63 C -10.4811 -5.9862 -2.4458
64 C -9.9399 -4.5835 -2.3698
65 O -9.2656 -4.2104 -1.4112
66 C -10.2556 -3.6552 -3.5119
67 H -10.1744 -6.5423 -1.5536
68 H -11.5730 -5.9614 -2.4845
69 H -10.0803 -6.4917 -3.3279
70 H -11.3375 -3.5266 -3.5980
71 H -9.8447 -4.0568 -4.4415
72 H -9.8005 -2.6775 -3.3212
73 C 3.7135 3.1578 5.8283
74 C 2.2629 2.8779 5.5391
75 O 1.5310 3.7388 5.0532
76 C 1.7426 1.5041 5.8673
77 H 3.9485 4.1882 5.5410
78 H 3.9087 3.0394 6.8970
79 H 4.3453 2.4804 5.2485
80 H 1.8501 1.3120 6.9378
81 H 2.2866 0.7529 5.2892
82 H 0.6807 1.4462 5.6057
83 C 4.3889 7.7218 3.5661
84 C 5.0047 6.4299 3.0994
85 O 4.3567 5.3847 3.0780
86 C 6.4439 6.4664 2.6597
87 H 3.3467 7.5444 3.8523
88 H 4.9315 8.0986 4.4368
89 H 4.4093 8.4566 2.7575
90 H 7.0780 6.7873 3.4900
91 H 6.5559 7.1451 1.8106
92 H 6.7541 5.4629 2.3494
93 C 1.3047 9.1717 1.1095
94 C 2.2108 10.1059 0.3529
95 O 3.1835 10.6294 0.8937
96 C 1.8806 10.3746 -1.0910
97 H 1.6648 9.0717 2.1390
98 H 0.2895 9.5757 1.1316
99 H 1.3118 8.1853 0.6392
100 H 0.8911 10.8322 -1.1669
101 H 1.9134 9.4418 -1.6594
102 H 2.6196 11.0661 -1.5095
103 C -9.2778 -10.0836 0.1009
104 C -10.6562 -9.4953 -0.0409
105 O -10.8233 -8.3590 -0.4810
106 C -11.8220 -10.3511 0.3766
107 H -8.5351 -9.3537 -0.2385
108 H -9.0813 -10.3210 1.1494
109 H -9.1922 -10.9820 -0.5154
110 H -11.7389 -10.6003 1.4375
111 H -11.8498 -11.2614 -0.2273
112 H -12.7536 -9.7972 0.2188
113 C 9.2084 9.6042 3.3911
114 C 9.8242 8.3123 2.9243
115 O 9.1761 7.2671 2.9029
116 C 11.2634 8.3488 2.4847
117 H 8.1662 9.4268 3.6772
118 H 9.7509 9.9811 4.2617
119 H 9.2288 10.3390 2.5824
120 H 11.8974 8.6697 3.3149
121 H 11.3754 9.0276 1.6356
122 H 11.5735 7.3453 2.1744
123 C 2.1699 -6.9511 -4.1589
124 C 2.2832 -5.4916 -4.5100
125 O 3.3624 -4.9924 -4.8245
126 C 1.0249 -4.6667 -4.4615
127 H 3.1563 -7.4206 -4.2370
128 H 1.8112 -7.0594 -3.1323
129 H 1.4896 -7.4488 -4.8544
130 H 0.6152 -4.6733 -3.4483
131 H 0.2936 -5.0626 -5.1705
132 H 1.2578 -3.6331 -4.7387

Record 2
8 unconnected molecules or ions with the total composition C38H78BClO33P8 in a non-equilibrium geometry. Source: the Open Molecules 2025 dataset; level of theory: ωB97M-V with the def2-TZVPD basis set.

Its spin multiplicity is 1. For the LUMO energy, the calculation gives -2.17 eV. The calculation puts the HOMO-LUMO gap at 7.613 eV. As for the SMILES: O=[PH2]c1c(CCCCl)cc(B(O)O)c2c1C(=O)c1ccccc1C2=O.COP(=O)(OC)OC.COP(=O)(OC)OC.COP(=O)(OC)OC.COP(=O)(OC)OC.COP(=O)(OC)OC.COP(=O)(OC)OC.COP(=O)(OC)OC. The highest occupied orbital energy comes out at -9.8 eV. Its calculated total energy is -7193.585239 a.u.

Positions of all 159 atoms, in Å:
1 O -3.7501 -4.9866 1.5009
2 P -4.0488 -5.0062 0.0492
3 C -2.8412 -4.0219 -0.9268
4 C -2.4156 -2.7859 -0.4424
5 C -2.9132 -2.1443 0.8220
6 C -3.5774 -0.7638 0.5545
7 C -4.9405 -0.6005 1.2084
8 Cl -4.9952 -1.1160 2.9125
9 C -1.4645 -2.1052 -1.1932
10 C -0.9333 -2.5823 -2.3785
11 B 0.1389 -1.6405 -3.0659
12 O 1.1938 -1.1518 -2.3043
13 O 0.0668 -1.2220 -4.3531
14 C -1.3856 -3.8061 -2.8855
15 C -2.3448 -4.5067 -2.1405
16 C -2.8134 -5.8011 -2.7149
17 O -3.9585 -6.1898 -2.6244
18 C -1.8080 -6.6079 -3.4644
19 C -1.8895 -7.9878 -3.4364
20 C -0.9584 -8.7028 -4.1731
21 C -0.0089 -8.0210 -4.9165
22 C 0.0705 -6.6420 -4.9310
23 C -0.8501 -5.9218 -4.1906
24 C -0.8735 -4.4252 -4.1529
25 O -0.5169 -3.8120 -5.1307
26 H -3.9735 -6.3326 -0.3844
27 H -5.3267 -4.5070 -0.2694
28 H -2.1305 -2.0462 1.5721
29 H -3.6740 -2.7719 1.2754
30 H -3.7576 -0.7201 -0.5233
31 H -2.9046 0.0571 0.7960
32 H -5.1778 0.4599 1.2006
33 H -5.7164 -1.0616 0.6044
34 H -1.0957 -1.1557 -0.8232
35 H 1.5296 -1.8706 -1.7565
36 H 0.9339 -1.2030 -4.7676
37 H -2.6636 -8.4555 -2.8471
38 H -1.0243 -9.7807 -4.1541
39 H 0.6884 -8.6123 -5.4946
40 H 0.8140 -6.1429 -5.5343
41 C -7.7761 -0.1647 -3.2294
42 O -6.4785 0.4357 -3.3621
43 P -6.1728 1.6730 -2.3491
44 O -6.6059 1.1981 -1.0191
45 O -7.2754 2.6453 -3.0742
46 C -7.2593 2.7861 -4.4999
47 O -5.1727 2.9149 -2.0584
48 C -5.5776 3.8100 -1.0151
49 H -8.0013 -0.6360 -4.1842
50 H -7.7518 -0.9221 -2.4493
51 H -8.5404 0.5757 -3.0051
52 H -8.1338 2.2828 -4.9155
53 H -6.3623 2.3567 -4.9451
54 H -7.3071 3.8448 -4.7470
55 H -5.3298 3.3915 -0.0424
56 H -6.6428 4.0233 -1.0722
57 H -5.0142 4.7291 -1.1618
58 C -4.0616 -1.6418 5.9534
59 O -4.4495 -2.1802 7.2257
60 P -4.5703 -1.0923 8.4366
61 O -5.3621 -0.0163 7.7944
62 O -2.9606 -0.7921 8.4854
63 C -2.0552 -1.8998 8.6077
64 O -4.7919 -0.7703 10.0178
65 C -4.7428 0.6088 10.3929
66 H -3.6125 -2.4541 5.3841
67 H -4.9395 -1.2797 5.4311
68 H -3.3361 -0.8372 6.0622
69 H -1.5198 -2.0284 7.6666
70 H -2.5673 -2.8306 8.8479
71 H -1.3397 -1.6748 9.3966
72 H -5.6909 1.0919 10.1699
73 H -3.9302 1.1272 9.8887
74 H -4.5741 0.6305 11.4681
75 C 7.6203 1.8422 -1.7868
76 O 6.6626 2.8269 -2.1965
77 P 5.0650 2.3875 -2.0350
78 O 5.1634 1.9025 -0.6220
79 O 5.2603 1.2230 -3.1867
80 C 5.6854 1.5939 -4.5043
81 O 3.4230 2.2451 -2.1863
82 C 2.8322 1.0807 -1.5942
83 H 8.5469 2.0558 -2.3182
84 H 7.8005 1.9231 -0.7187
85 H 7.2945 0.8336 -2.0322
86 H 6.7058 1.2435 -4.6632
87 H 5.6585 2.6713 -4.6633
88 H 5.0276 1.1145 -5.2272
89 H 2.7149 1.2286 -0.5219
90 H 3.4296 0.1935 -1.7888
91 H 1.8527 0.9619 -2.0375
92 C 3.2588 3.4489 7.4842
93 O 1.9429 4.0059 7.3773
94 P 0.7289 3.0060 7.7715
95 O 1.1242 2.3826 9.0480
96 O 0.9488 2.0134 6.4861
97 C 1.0937 2.5746 5.1770
98 O -0.8801 2.9207 7.7094
99 C -1.4550 1.6851 8.1603
100 H 3.8973 4.0241 6.8162
101 H 3.6182 3.5521 8.5052
102 H 3.2778 2.4021 7.1881
103 H 2.1238 2.4448 4.8432
104 H 0.8492 3.6357 5.1499
105 H 0.4300 2.0418 4.4980
106 H -1.5019 1.6671 9.2467
107 H -0.8886 0.8320 7.7942
108 H -2.4664 1.6420 7.7632
109 C -8.1555 0.2138 -7.8279
110 O -8.9200 1.2806 -8.3960
111 P -10.5294 1.0781 -8.3413
112 O -10.8223 0.6554 -6.9589
113 O -10.5469 -0.1643 -9.4055
114 C -9.8296 -0.0499 -10.6403
115 O -11.8925 1.7327 -8.9038
116 C -13.1015 1.0425 -8.5627
117 H -7.1656 0.2425 -8.2803
118 H -8.0560 0.3648 -6.7548
119 H -8.6018 -0.7592 -8.0230
120 H -8.9653 -0.7143 -10.6147
121 H -9.4843 0.9660 -10.8281
122 H -10.4883 -0.3548 -11.4512
123 H -13.4041 1.2954 -7.5496
124 H -12.9810 -0.0341 -8.6619
125 H -13.8615 1.3890 -9.2598
126 C 12.5954 -0.6705 0.9017
127 O 12.0902 -1.1479 -0.3493
128 P 10.4446 -1.3591 -0.4262
129 O 10.0592 -0.0581 0.2007
130 O 10.5283 -2.6311 0.6116
131 C 11.3309 -3.7710 0.2740
132 O 8.9251 -1.8178 -0.8985
133 C 7.8775 -1.6198 0.0592
134 H 13.6380 -0.9827 0.9566
135 H 12.5415 0.4151 0.9286
136 H 12.0493 -1.0895 1.7442
137 H 12.2034 -3.7997 0.9269
138 H 11.6704 -3.7498 -0.7609
139 H 10.7376 -4.6695 0.4327
140 H 7.5520 -0.5824 0.0555
141 H 8.1974 -1.9095 1.0580
142 H 7.0495 -2.2538 -0.2555
143 C 10.2294 5.7076 4.7448
144 O 8.9492 6.0748 4.2219
145 P 8.3185 5.0385 3.1403
146 O 8.4801 3.7004 3.7364
147 O 9.4363 5.3615 1.9849
148 C 9.7463 6.7197 1.6629
149 O 7.0998 4.9238 2.0938
150 C 7.0768 3.7339 1.2834
151 H 10.7048 6.6267 5.0839
152 H 10.1012 5.0349 5.5896
153 H 10.8536 5.2369 3.9878
154 H 10.7505 6.9527 2.0198
155 H 9.0452 7.4241 2.1092
156 H 9.7192 6.8328 0.5803
157 H 6.6597 2.9051 1.8484
158 H 8.0731 3.4829 0.9252
159 H 6.4291 3.9393 0.4371

Record 3
A molecular structure, C38H78N2O21PS9 in a non-equilibrium geometry. Source: the Open Molecules 2025 dataset; level of theory: ωB97M-V with the def2-TZVPD basis set.

Its spin multiplicity is 1. For the LUMO energy, the calculation gives 1.23 eV. The calculation puts the HOMO-LUMO gap at 6.534 eV. The highest occupied orbital energy comes out at -5.3 eV. The total charge is -1. Its calculated total energy is -7109.338773 a.u.

Positions of all 149 atoms, in Å:
1 C 7.0022 -3.4130 1.6671
2 C 6.7422 -2.0820 2.3231
3 O 6.1228 -1.9968 3.3599
4 O 7.3090 -0.9955 1.7210
5 C 6.3857 -0.1698 0.9840
6 C 5.9756 -0.7323 -0.3814
7 C 4.6325 -0.1188 -0.7860
8 C 4.1226 -0.5819 -2.1658
9 C 2.9782 -1.6200 -2.1330
10 C 3.2473 -2.8177 -1.2025
11 C 2.0756 -3.2265 -0.2919
12 C 1.1864 -4.2727 -0.9666
13 S -0.2656 -4.6058 0.0341
14 O -0.5805 -6.0115 -0.1187
15 O 0.0562 -4.2359 1.4033
16 N -1.3464 -3.6219 -0.6376
17 S -2.6777 -3.4410 0.2256
18 O -3.0945 -4.6013 0.9820
19 O -3.7166 -2.9303 -0.6641
20 P -2.4014 -1.8889 1.7529
21 N -3.3716 -0.6946 1.0069
22 O -0.8504 -1.3348 1.5895
23 H 6.1321 -4.0520 1.7939
24 H 7.8554 -3.8514 2.1916
25 H 7.2684 -3.3114 0.6183
26 H 5.5002 0.0882 1.5681
27 H 6.9232 0.7625 0.8050
28 H 5.9141 -1.8164 -0.3034
29 H 6.7033 -0.4700 -1.1518
30 H 3.8595 -0.3350 -0.0444
31 H 4.7771 0.9615 -0.8063
32 H 3.7136 0.2998 -2.6683
33 H 4.9393 -0.9725 -2.7798
34 H 2.8774 -2.0035 -3.1510
35 H 2.0532 -1.1070 -1.8630
36 H 4.1029 -2.6381 -0.5565
37 H 3.5056 -3.6832 -1.8212
38 H 1.5130 -2.3700 0.0785
39 H 2.5140 -3.7176 0.5797
40 H 1.7040 -5.2243 -1.0603
41 H 0.8334 -3.8795 -1.9210
42 H -3.2622 0.2046 1.4669
43 H -3.2234 -0.6148 0.0012
44 H -0.8575 -0.4826 1.1249
45 C 2.5351 5.5388 -1.3279
46 C 2.7208 4.8133 -2.6700
47 C 3.1750 3.3835 -2.3555
48 S 2.5036 2.9957 -0.7331
49 O 3.6087 2.8320 0.1826
50 O 1.4843 1.9832 -0.8624
51 C 1.7436 4.5879 -0.4336
52 H 2.0198 6.4855 -1.4473
53 H 3.5073 5.7403 -0.8780
54 H 1.7737 4.7916 -3.2039
55 H 3.4470 5.3197 -3.3067
56 H 2.8028 2.6571 -3.0741
57 H 4.2592 3.3118 -2.2835
58 H 1.8158 4.8356 0.6227
59 H 0.7015 4.5205 -0.7260
60 C 0.4761 10.0568 -0.2267
61 C -0.1144 9.7355 1.1537
62 C 0.8238 8.7281 1.8287
63 S 2.4565 9.0293 1.1428
64 O 2.8455 7.8689 0.3839
65 O 3.3189 9.5935 2.1487
66 C 1.9605 10.3142 -0.0012
67 H -0.0119 10.9157 -0.6874
68 H 0.3513 9.1990 -0.8902
69 H -0.1667 10.6506 1.7473
70 H -1.1252 9.3347 1.0799
71 H 0.8683 8.8581 2.9069
72 H 0.5513 7.7020 1.5865
73 H 2.5591 10.2415 -0.9063
74 H 2.1326 11.2731 0.4867
75 C -3.7933 6.2083 -1.1753
76 C -3.4844 7.3148 -2.1931
77 C -1.9867 7.6306 -2.0852
78 S -1.2013 6.1113 -1.5209
79 O -0.6615 6.3515 -0.2025
80 O -0.4051 5.5640 -2.5879
81 C -2.7004 5.1598 -1.3531
82 H -4.7800 5.7771 -1.3296
83 H -3.7581 6.6155 -0.1622
84 H -3.7142 6.9586 -3.1990
85 H -4.0849 8.2063 -2.0168
86 H -1.5523 7.9155 -3.0407
87 H -1.7906 8.4015 -1.3430
88 H -2.6041 4.4807 -0.5095
89 H -2.8364 4.5950 -2.2743
90 C -6.6479 -1.5753 -3.0293
91 C -6.9562 -0.6138 -4.1836
92 C -7.0916 0.7896 -3.5824
93 S -6.0623 0.7950 -2.1050
94 O -6.9187 0.9779 -0.9574
95 O -4.9255 1.6657 -2.3179
96 C -5.5521 -0.9092 -2.2028
97 H -6.3312 -2.5525 -3.3874
98 H -7.5388 -1.7105 -2.4196
99 H -6.1333 -0.6300 -4.9025
100 H -7.8635 -0.8987 -4.7161
101 H -6.7430 1.5680 -4.2576
102 H -8.1133 0.9987 -3.2701
103 H -5.4496 -1.3214 -1.2006
104 H -4.5901 -0.9409 -2.7129
105 C 9.9189 -0.7253 5.0121
106 C 11.1092 0.1253 5.4764
107 C 12.3809 -0.5159 4.9057
108 S 11.8823 -1.3512 3.3907
109 O 12.0668 -2.7699 3.5680
110 O 12.4465 -0.6649 2.2562
111 C 10.1392 -0.9732 3.5243
112 H 8.9679 -0.2275 5.1927
113 H 9.9097 -1.6753 5.5506
114 H 11.0032 1.1409 5.0900
115 H 11.1586 0.1922 6.5625
116 H 13.1447 0.2186 4.6635
117 H 12.7908 -1.2689 5.5760
118 H 9.5564 -1.8018 3.1324
119 H 9.9492 -0.0742 2.9399
120 C -11.2867 -2.7717 0.7506
121 C -11.8529 -3.9219 -0.0951
122 C -11.3370 -3.7336 -1.5281
123 S -9.7662 -2.8678 -1.3807
124 O -9.9066 -1.5658 -1.9874
125 O -8.6991 -3.7566 -1.7519
126 C -9.8056 -2.6819 0.3963
127 H -11.4296 -2.9438 1.8163
128 H -11.7893 -1.8378 0.4893
129 H -11.4976 -4.8744 0.3024
130 H -12.9419 -3.9434 -0.0715
131 H -11.1671 -4.6794 -2.0360
132 H -12.0037 -3.1089 -2.1197
133 H -9.3441 -1.7350 0.6680
134 H -9.2419 -3.5105 0.8237
135 C -3.5646 -9.2095 0.9304
136 C -2.1693 -8.6379 1.2056
137 C -1.4493 -9.6231 2.1371
138 S -2.1514 -11.2407 1.7968
139 O -2.8551 -11.7073 2.9694
140 O -1.1720 -12.0791 1.1458
141 C -3.3552 -10.6837 0.5953
142 H -4.0607 -8.6814 0.1180
143 H -4.1878 -9.1168 1.8232
144 H -1.6200 -8.5440 0.2688
145 H -2.2190 -7.6438 1.6449
146 H -0.3792 -9.6597 1.9510
147 H -1.6351 -9.3988 3.1858
148 H -4.2555 -11.2884 0.6819
149 H -2.9125 -10.8072 -0.3926